84
Properties=species:S:1:pos:R:3:forces:R:3:mulliken_charge:R:1 method="wB97M-V/def2-TZVPD" gap_ev=9.37 e_lumo_ev=0.47
N -0.00039 -0.62938 0.62382 -0.0079 -0.2513 -0.7776 1.492
H 0.67759 -0.11749 1.19100 0.1551 -0.0628 -0.0179 -0.019
H -0.49529 -1.34560 1.15406 -0.0267 0.0244 -0.0210 0.172
H 0.47895 -1.04387 -0.18855 0.1614 -0.0755 0.3076 -0.084
H -0.67019 0.01728 0.20550 -0.3404 -0.1068 0.4615 -0.094
Cl -0.19657 -4.25440 0.33342 -1.2956 1.3358 -0.4182 1.567
O -0.66473 -3.73371 -0.94263 0.0648 0.0250 -0.1773 -0.627
O 1.04509 -3.60378 0.64357 1.0709 0.1964 0.2582 -0.571
O -1.16305 -3.86935 1.34826 0.1542 -0.3722 -0.0679 -0.705
O -0.04077 -5.66048 0.23053 0.1377 -0.6912 0.3188 -0.716
C -5.64145 0.36704 -0.72290 0.2204 0.1307 0.2189 -0.559
O -5.13594 -0.16487 0.51190 0.5940 -0.7363 -0.3257 -0.364
P -3.91207 -1.22144 0.39389 -0.4196 0.4136 0.9291 0.633
O -2.65909 -0.63398 -0.11757 -0.4100 -0.1014 -0.1076 0.078
O -4.51786 -2.41014 -0.43568 -0.1562 0.2035 -0.0128 -0.397
C -3.80617 -3.02217 -1.50759 0.0835 -0.3241 -0.9532 -0.357
O -3.88167 -1.80013 1.86649 0.1059 0.4755 -0.8744 -0.444
C -3.16669 -1.08911 2.88316 0.5142 0.1690 0.3963 -0.455
H -5.55966 1.45028 -0.65935 -0.0674 0.0281 -0.1512 0.136
H -6.68005 0.06708 -0.84303 -0.0085 -0.0250 0.0334 0.286
H -5.05752 0.01840 -1.57486 -0.0252 0.0403 -0.0486 0.236
H -3.06884 -2.34466 -1.93225 0.2372 -0.0444 0.3461 -0.074
H -4.49720 -3.24686 -2.32310 -0.3327 0.0917 0.2859 0.332
H -3.35349 -3.96211 -1.20600 0.2064 0.1860 0.2900 0.269
H -2.37964 -1.74642 3.24893 -0.2743 -0.1390 0.2838 0.216
H -3.88336 -0.79243 3.64538 0.0785 -0.2336 0.1771 0.387
H -2.63169 -0.18730 2.57440 -0.3133 -0.0432 -0.5592 0.042
C -1.64689 5.57771 0.02812 1.1811 0.6012 -1.2153 -0.726
O -1.28500 4.49195 0.86654 -0.0866 0.1086 0.7023 -0.435
P -1.66719 3.00821 0.44623 -0.5442 0.3551 -0.6421 0.926
O -1.26377 2.04892 1.47397 0.3279 0.0511 -0.1088 -0.446
O -3.23953 3.03218 0.16663 0.5423 -0.2919 -0.3456 -0.319
C -4.06649 3.27419 1.30653 -0.1816 0.8973 0.5609 -0.790
O -1.08573 2.87604 -1.01963 -0.5570 -0.3105 0.4016 -0.344
C 0.35504 2.84682 -1.19246 -0.3205 0.0726 -0.3024 -0.446
H -1.53942 6.54516 0.51797 -0.6763 -0.3657 0.7612 0.275
H -2.59702 5.41653 -0.47278 -0.2032 0.1750 0.2341 0.298
H -0.87807 5.71669 -0.74772 -0.2042 -0.5561 -0.1662 0.252
H -3.56451 2.99049 2.23054 -0.0503 -0.1900 -0.0158 0.316
H -5.03668 2.78844 1.24757 0.2589 -0.4693 -0.3809 0.244
H -4.28046 4.34656 1.35384 0.1292 -0.0059 0.0268 0.302
H 0.53518 3.18530 -2.21110 -0.0422 -0.0114 0.0173 0.325
H 0.70415 1.82057 -1.09782 0.2259 0.1382 0.2689 -0.033
H 0.80823 3.55649 -0.50169 0.2425 -0.2707 0.1118 0.375
C 3.88175 -1.87241 2.30140 -1.3100 -0.4616 0.9621 -0.459
O 3.94334 -0.46599 2.59730 0.4335 1.0339 -0.5982 -0.411
P 3.73427 0.62494 1.46177 -0.3507 -0.8832 -0.7291 -0.013
O 2.34370 0.79397 1.01011 0.0684 0.0388 0.1344 0.213
O 4.33798 1.99270 1.97307 0.4014 -0.5692 0.4632 -0.292
C 4.44693 2.28191 3.37364 -0.0680 -0.6690 0.6914 -0.708
O 4.71860 0.10097 0.31675 -0.0627 0.2954 0.5496 -0.344
C 4.78839 0.83456 -0.91703 0.2857 0.2857 0.0475 -0.543
H 4.76058 -2.33551 2.73978 0.2007 -0.0230 -0.5328 0.290
H 3.64305 -2.11482 1.26840 0.6115 0.2152 -0.1577 0.079
H 3.01516 -2.25421 2.85463 0.1606 0.0327 0.0042 0.292
H 3.66996 2.98564 3.65686 0.2844 0.4062 -0.1010 0.289
H 5.46749 2.57050 3.61067 -0.1003 0.6023 -0.2736 0.272
H 4.29200 1.40018 4.00246 -0.1665 -0.1401 -0.3553 0.312
H 5.77755 0.70084 -1.35344 -0.0031 -0.3456 0.1569 0.272
H 4.71920 1.90123 -0.69675 -0.3627 0.0116 -0.2395 0.318
H 4.03104 0.47218 -1.60734 -0.1674 0.2106 0.0552 0.091
C 3.05026 -0.90430 -5.22876 -0.4268 -0.3107 0.2114 -0.766
O 2.75877 -0.54833 -3.87009 -0.5250 0.2949 0.3462 -0.324
P 1.49990 -1.11190 -3.06866 0.0482 -0.6626 -1.1773 0.062
O 1.42228 -0.46738 -1.75367 0.0522 -0.2329 0.0260 0.410
O 0.26544 -0.91143 -4.04224 0.8923 0.3282 -0.0479 -0.406
C -1.00807 -1.47192 -3.77022 -0.9138 -0.6687 0.6890 -0.341
O 1.63935 -2.69338 -3.16146 0.1096 1.3772 0.8923 -0.254
C 2.55637 -3.33567 -2.25077 -0.1641 -2.0260 -1.0140 -0.645
H 3.48000 -0.02209 -5.69018 0.0843 -0.0622 -0.1156 0.235
H 2.13565 -1.20395 -5.73928 0.0161 0.1423 -0.1170 0.307
H 3.73426 -1.75066 -5.24545 0.1628 0.0977 0.0139 0.260
H -1.03238 -2.21051 -2.96018 0.5856 0.1964 0.1280 -0.069
H -1.36496 -2.03659 -4.63128 0.0593 0.4556 -0.2690 0.361
H -1.68546 -0.67250 -3.46970 -0.0581 0.0142 -0.3059 0.282
H 3.37663 -3.69223 -2.88371 0.2251 0.3112 0.3252 0.341
H 2.00214 -4.23564 -1.97915 0.2328 0.1637 0.5638 0.218
H 2.91096 -2.81197 -1.36839 -0.3860 0.4844 -0.1706 0.206
C 0.75664 0.55821 4.25791 0.5146 1.0192 -0.8655 -0.464
O -0.22540 0.33549 3.26595 -0.2484 -0.9484 0.4824 -0.228
H 0.52603 1.45687 4.83829 -0.0041 -0.1206 0.2011 0.306
H 0.90917 -0.28697 4.92358 -0.4917 -0.2149 -0.1364 0.237
H 1.70974 0.73326 3.74333 0.1460 0.0234 0.2796 0.003
H -0.37838 1.10423 2.69628 0.0863 0.2572 0.2813 0.454

77
Properties=species:S:1:pos:R:3:forces:R:3:lowdin_spin:R:1 method="wB97M-V/def2-TZVPD" spin_multiplicity=2 gap_ev="9.45 / 3.59" s2=0.756 charge=+1 e_lumo_ev="-1.99 / -7.85"
C -1.74508 3.71079 1.39002 -0.0956 -2.5860 -0.0121 0.000
O -1.32789 2.57158 1.38475 0.8119 -3.1850 -0.3728 0.001
N -2.80549 4.05831 0.77736 -4.2096 0.3986 -2.9974 0.000
N -1.21971 4.58499 2.12453 3.2034 4.6633 3.7663 0.000
H -3.22601 4.97527 0.82678 -0.0361 -0.4471 -0.1646 0.000
H -3.26403 3.26026 0.36146 -0.3922 0.6578 -0.4523 0.000
H -1.58078 5.52809 2.14203 0.4427 -0.1664 0.3520 0.000
H -0.49463 4.26951 2.75288 -0.0089 0.5490 -0.1781 0.000
C -3.28010 1.03946 -4.11183 -0.9349 -0.7897 0.7002 0.000
O -3.63661 2.00652 -3.52094 -0.0720 3.1004 1.0958 0.000
N -4.01132 0.40327 -4.98630 -3.6969 -1.3606 -4.0595 0.000
N -2.25591 0.27252 -3.84835 4.0945 -1.3592 1.6399 0.000
H -3.85728 -0.56596 -5.22497 0.0304 0.4775 -0.1072 0.000
H -4.67544 0.89882 -5.56378 -0.0723 -0.1244 0.4638 0.000
H -1.47879 0.70338 -3.36819 0.2090 -0.3089 0.1110 0.000
H -2.09223 -0.49920 -4.47902 0.5843 0.4396 0.3280 0.000
C -0.17778 -3.85575 1.14618 -0.2433 -1.7357 0.3808 0.000
O -0.15478 -3.30244 2.18336 0.2823 3.5164 5.6443 0.001
N -0.50404 -3.29968 0.05950 -1.5123 2.0189 -5.0803 0.000
N 0.06770 -5.13531 1.09934 1.0657 -4.0787 -0.0869 0.000
H -0.55731 -3.88574 -0.76135 0.0292 0.7071 -0.3020 0.000
H -0.59391 -2.29511 0.00604 -0.0182 0.0019 -0.1422 0.000
H -0.12678 -5.72575 0.30333 0.2379 0.0740 0.2807 0.000
H 0.40755 -5.52579 1.96660 -0.2364 -0.2487 -0.3640 0.000
C 2.39045 1.94898 1.19553 -2.2122 -0.8745 -0.4595 0.000
O 3.52621 2.14891 1.22860 7.4536 0.5107 0.2554 0.000
N 1.51719 2.86113 1.22828 -4.8062 6.2085 0.3773 0.001
N 1.81202 0.78692 1.07575 0.1913 -4.6170 -0.1223 0.000
H 0.53414 2.65115 1.13019 -0.0573 0.1376 -0.0492 0.000
H 1.77476 3.82890 1.09724 0.1953 -0.3068 0.0695 0.000
H 2.52535 0.07741 1.16441 -0.8206 -0.7291 -0.0745 0.000
H 0.81584 0.62046 1.07109 0.4973 -0.1989 0.4390 0.000
C 1.65267 1.99500 -2.85737 1.0080 -0.5287 0.6624 0.000
O 0.62817 1.83051 -2.27134 -4.2667 -0.0389 1.6947 0.000
N 2.00225 3.03227 -3.53626 -0.7166 4.7404 -2.3141 0.000
N 2.60330 1.14690 -2.75596 3.2737 -3.4408 0.1795 0.000
H 2.88852 3.16308 -4.00263 -0.4170 0.0413 0.3001 0.000
H 1.36955 3.80224 -3.37212 0.3955 0.2846 -0.6624 0.000
H 2.44228 0.35280 -2.15301 0.7499 -0.0886 -0.3067 0.000
H 3.49516 1.34834 -3.18506 -0.1031 -0.6106 0.4183 0.000
C -3.03538 -0.75727 2.30380 -1.0265 -0.3452 0.3386 0.086
C -1.95309 -0.81429 3.48501 -0.1637 -0.3473 -0.7919 0.098
C -1.95530 0.54845 4.20685 0.1105 1.7705 0.0036 0.051
O -0.74563 0.83448 4.87008 -0.7400 -1.7470 0.1532 0.167
C -0.17806 2.10666 4.80561 0.9794 0.6558 -1.1744 0.020
N -2.32701 -1.94291 4.34655 0.4663 1.1280 -3.2648 0.501
H -2.74437 -0.23019 1.39518 0.5604 0.7509 0.6740 0.010
H -3.97570 -0.38815 2.71323 -0.0332 0.3412 -0.1456 0.001
H -3.28299 -1.72144 1.85976 0.3443 -0.5251 0.6018 -0.001
H -1.04728 -0.97719 2.90101 0.5714 -0.3215 0.9953 0.000
H -2.79481 0.58337 4.90118 -0.0374 -0.3851 0.3677 0.013
H -2.17544 1.35704 3.50983 0.1876 -0.1309 -0.4779 0.000
H 0.83852 2.05541 5.19550 -0.4364 -0.0673 0.9773 0.001
H -0.81436 2.90053 5.19676 0.0346 -0.1570 0.4451 0.007
H 0.10092 2.39477 3.79207 -0.5972 -0.1688 -0.7042 0.009
H -3.31495 -2.10535 4.21351 -0.7605 0.1418 1.1783 0.020
H -1.88603 -2.76199 3.95319 1.0118 -0.7550 0.4951 0.015
C 0.73083 -1.90078 -2.77925 1.3676 1.9802 1.3077 0.000
C 1.99252 -2.79173 -2.57614 -1.4315 0.7095 -0.2011 0.000
C 2.94616 -2.42978 -1.43057 1.1690 0.2829 -0.9222 0.000
O 3.42187 -1.11767 -1.57256 0.1835 0.4019 0.6614 0.000
C 4.48795 -0.75890 -0.67810 -0.1168 -0.1631 -0.5626 0.000
N 1.45481 -4.07971 -2.25379 0.3568 -1.9612 0.0798 0.000
H 0.01705 -1.94803 -1.95682 -0.1443 -0.8734 -0.4085 0.000
H 0.25739 -1.84947 -3.75972 0.1988 -0.6814 0.0692 0.000
H 1.04465 -0.87976 -2.56216 0.0837 0.3551 -0.5816 0.000
H 2.52201 -2.84012 -3.52765 0.1843 0.0573 0.1093 0.000
H 3.85514 -3.03119 -1.44312 -0.0035 -0.8124 -0.5834 0.000
H 2.55380 -2.70470 -0.45151 -0.7282 0.7291 0.4086 0.000
H 5.49139 -1.04874 -0.98985 -0.0287 -0.4378 -0.7368 0.000
H 4.37014 -1.29532 0.26344 -0.3245 0.6542 0.4617 0.000
H 4.51153 0.33085 -0.67990 -0.2680 -0.0963 0.7937 0.000
H 1.47541 -4.12913 -1.24521 -0.3660 -0.2243 0.3306 0.000
H 2.14539 -4.77210 -2.50638 0.0091 -0.4929 -0.2445 0.000
O -0.41254 -0.23759 -0.26968 -0.5791 -0.6632 0.5783 0.000
H -1.23260 0.22186 -0.45035 -0.2101 0.3057 -0.2259 0.000
H 0.27088 0.39303 -0.49660 0.3493 0.3886 -0.8562 0.000

81
Properties=species:S:1:pos:R:3:forces:R:3:mulliken_charge:R:1 method="wB97M-V/def2-TZVPD" gap_ev=7.81 smiles="NC(N)=O.NC(N)=O.NC(N)=O.NC(N)=O.NC(N)=O.NC(N)=O.CCO.CCO.CCO.CO" e_lumo_ev=-0.58
C 1.39923 -2.87709 3.39942 -1.2220 -0.7344 -1.1039 -0.857
C -0.15377 -3.05209 3.56142 2.8133 0.1519 3.7431 -0.335
O -0.78477 -3.26509 2.39842 -1.3858 0.3122 -1.6899 -0.591
H 1.72523 -3.64809 2.67042 -0.0054 -0.0522 0.7093 0.281
H 2.02923 -2.89109 4.29242 -0.4772 -0.1215 -0.0380 0.458
H 1.58223 -1.98409 2.84542 0.2019 1.1229 -0.1464 -0.046
H -0.63477 -2.27209 4.14742 0.3126 0.9515 -0.2476 0.300
H -0.30077 -3.85409 4.26742 0.0240 -1.0844 0.0972 0.353
H -1.70277 -2.92809 2.55042 -0.1439 -0.7679 -1.2077 0.132
C 1.62523 1.36891 0.98142 0.9549 0.2420 2.8771 -1.552
C 1.00323 0.10291 0.52642 0.3577 -1.0577 0.1218 2.074
O -0.31477 -0.16309 1.06242 0.4878 0.1511 -0.1239 -0.199
H 2.37523 1.78891 0.33842 0.2057 -0.0751 -0.6928 0.385
H 2.15023 1.22391 1.97342 -0.3993 -0.0725 -0.9121 0.295
H 0.93123 2.14091 1.25042 -0.7467 0.4351 -0.3070 0.339
H 1.63523 -0.76309 0.83642 -0.1767 0.7720 -0.4422 -0.911
H 0.91323 0.12891 -0.54558 0.0132 -0.2474 -0.5216 -0.391
H -0.53477 -0.99009 0.60042 -0.3560 0.2360 0.1809 0.121
C -1.08677 3.65491 -0.17258 1.1680 -3.6546 0.9433 -0.760
C -2.28777 2.70191 -0.15658 -0.4701 1.2954 -1.6218 -0.583
O -2.23677 1.57491 0.59342 0.2035 -1.4385 3.0613 0.027
H -0.78777 3.75591 0.86842 -0.0509 0.7164 0.1953 0.279
H -1.36477 4.54291 -0.63758 -0.2448 1.5783 -0.6770 0.537
H -0.17677 3.14991 -0.62058 -1.0369 0.6928 0.0193 -0.005
H -2.45177 2.15291 -1.06258 -0.5345 1.5608 -2.0030 0.285
H -3.14677 3.26491 0.22442 -0.2130 0.0434 -0.6242 0.398
H -1.39177 1.13991 0.49542 0.9009 -0.9197 0.0411 0.013
C 0.07923 -3.69109 -0.89358 3.5095 -1.4940 -6.4481 0.284
O 0.63123 -3.94709 -2.11358 -2.3596 1.7979 4.7968 -0.808
N -0.93677 -4.30509 -0.43658 -3.2658 -2.9369 0.7652 -0.225
N 0.43523 -2.78309 -0.03958 4.0924 4.0910 1.4535 0.520
H -1.42177 -4.95009 -1.02358 -0.2429 -0.4741 0.2102 0.229
H -1.14477 -4.12509 0.53842 -0.7231 -0.7763 0.0230 0.253
H 1.29823 -2.29509 -0.33158 -0.5566 -0.4818 0.4863 -0.548
H 0.23223 -2.78009 0.99842 -0.1046 -0.5214 -1.5393 0.212
C 2.99723 0.33991 -2.24158 7.6309 -1.2794 3.4733 0.279
O 4.21723 0.49991 -1.61858 -5.4431 -0.6363 -2.4792 -0.765
N 2.29923 1.33391 -2.63558 -3.5519 3.2357 -1.6716 0.041
N 2.51823 -0.85009 -2.52958 -0.8782 -1.8917 -0.7444 -0.223
H 2.63923 2.22491 -2.29058 -0.1444 0.4071 0.1313 0.281
H 1.27123 1.22391 -2.96158 3.0594 0.3395 1.0963 0.075
H 2.88923 -1.63609 -2.02558 0.1113 -0.0101 0.0010 0.275
H 1.59623 -0.93909 -2.98258 1.5673 -0.0833 1.0109 0.380
C -3.27777 -1.94109 0.82742 -1.5656 -5.4939 4.2637 0.523
O -3.26677 -3.10209 1.64642 -0.2010 5.6207 -3.0277 -0.825
N -2.63477 -1.95909 -0.27358 3.8133 1.0410 -3.8565 -0.169
N -4.03377 -0.88209 0.98842 -2.7371 0.4081 2.9080 -0.293
H -1.89677 -2.65409 -0.28758 -0.4612 0.1039 -0.4927 0.246
H -2.39877 -1.08709 -0.86158 -0.6560 -1.6351 1.1188 0.240
H -4.70277 -0.94609 1.79642 1.2341 0.5409 -1.2533 0.290
H -3.73977 0.01591 0.63342 -0.1214 0.0185 0.0295 0.186
C -0.56777 -0.16309 -3.09058 -2.2589 1.1910 5.5593 -0.031
O -1.24577 0.00891 -1.87558 3.1608 -0.5539 -6.4766 -0.416
N -0.12077 0.80991 -3.87358 -2.5878 4.8845 -0.1974 -0.491
N 0.02623 -1.26109 -3.46258 -1.5283 -2.7708 -0.1706 -0.348
H -0.56977 1.76091 -3.63458 1.1384 -1.9568 -1.1065 0.275
H 0.28523 0.62491 -4.79858 -0.5138 0.3722 0.7913 0.229
H -0.32077 -2.06709 -3.01158 0.2306 -1.6957 0.5913 0.072
H 0.37723 -1.40809 -4.39358 -0.0925 0.0080 -0.1090 0.312
C -3.39077 1.51091 3.74342 -4.8265 3.8858 8.1855 0.296
O -3.98977 1.62591 4.98442 2.6885 -1.3057 -5.4514 -0.801
N -3.38877 2.56091 2.97442 -1.2263 5.2294 -1.8416 -0.352
N -2.80877 0.52291 3.23842 2.4553 -6.2536 -0.1852 -0.076
H -3.91977 3.42591 3.29642 1.2280 -2.0477 -0.5544 0.204
H -2.99077 2.53591 2.02442 -0.4405 -0.0899 1.2224 0.300
H -2.79877 -0.34509 3.80042 0.2119 0.9206 -0.8049 0.140
H -2.30077 0.59991 2.36642 -0.0871 -0.2265 0.3626 0.206
C 1.69323 4.47391 -2.19658 5.5675 -3.8100 3.6516 0.697
O 2.62323 3.75391 -1.55158 -3.8129 3.5943 -2.0547 -0.745
N 1.47423 4.26291 -3.45158 -1.0834 -0.7361 -3.2065 -0.384
N 0.98023 5.42491 -1.69558 -4.5143 2.6549 -0.3987 -0.476
H 2.06323 3.59491 -3.83858 1.0599 -1.2520 -1.0668 0.243
H 0.95023 4.84191 -4.08458 0.0720 0.2212 0.3044 0.178
H 1.05223 5.63091 -0.74358 0.0991 0.1844 1.4903 0.256
H -0.01177 5.54691 -2.13158 2.7502 -0.0251 1.2932 0.244
C 4.20823 -1.96609 0.78342 0.9595 -3.2930 0.0600 -0.640
O 3.60223 -2.32609 -0.46358 0.9031 0.1717 -0.2702 -0.424
H 4.50123 -3.01009 1.11342 0.2280 1.3993 0.7235 0.301
H 3.54823 -1.58209 1.50542 -1.4135 0.4584 0.4828 0.209
H 5.06123 -1.31409 0.79542 0.4290 0.3791 -0.8313 0.226
H 4.31623 -2.84409 -0.89858 -0.9821 0.5362 0.1221 0.289